# 1
Formula: C4H5NOS
Source: the OMol25 dataset
Level of theory: ωB97M-V/def2-TZVPD

Geometry (Å):
C (-0.3946, -0.6110, 0.0221)
C (0.0846, 0.8504, 0.0498)
C (1.5541, 0.6936, 0.0114)
C (1.8480, -0.6039, -0.0035)
H (-3.8107, -0.8412, -0.2478)
H (-0.3050, 1.2414, 0.9831)
H (-0.3524, 1.4611, -0.7615)
H (2.2365, 1.4833, -0.0764)
H (2.7894, -1.1651, -0.0963)
N (-1.5327, -1.1095, 0.0212)
O (0.6961, -1.4093, 0.0664)
S (-2.8133, 0.0103, 0.0314)

Atoms 1-2, force components in eV/Å:
1.11 1.56 -0.07
-1.06 -0.55 -0.20

Total charge: 0
DFT total energy (hartree): -683.5520
E_HOMO (Ha): -0.310
Lowest unoccupied orbital energy (eV): 0.88
SMILES: S/N=C1\CC=CO1
Energy relative to the best compared isomer or geometry (same formula, charge and spin) (kJ/mol): 146.73
HOMO-LUMO gap (Eh): 0.34283

# 2
Formula: C15H32N5
Source: the OMol25 dataset
Level of theory: ωB97M-V/def2-TZVPD

Geometry (Å):
C (-0.3796, 1.4530, -3.9692)
C (-0.3599, 1.0641, -2.4968)
C (-1.5088, 1.6629, -1.6892)
C (-1.6353, 1.0344, -0.3078)
C (-2.5810, 1.7569, 0.6513)
C (-2.2546, 1.5613, 2.1343)
C (-2.4990, 0.1502, 2.6941)
C (-1.3480, -0.8592, 2.4961)
C (-1.7830, -2.3130, 2.2186)
C (-1.2079, -2.9321, 0.9443)
C (0.3133, -3.1970, 0.9785)
C (1.0798, -2.5252, -0.1704)
C (1.5200, -1.0784, 0.1046)
C (2.8720, -0.7879, -0.5163)
N (3.3305, 0.5823, -0.2252)
N (3.8982, 0.9683, 0.9216)
N (4.1897, 2.2263, 0.9028)
N (3.7830, 2.7151, -0.2332)
C (3.2429, 1.7062, -0.9374)
N (2.7420, 1.7504, -2.1982)
H (-0.2264, 2.5252, -4.1075)
H (-1.3441, 1.2022, -4.4137)
H (0.3931, 0.9313, -4.5361)
H (-0.3820, -0.0277, -2.4022)
H (0.5922, 1.3915, -2.0450)
H (-1.3528, 2.7417, -1.5734)
H (-2.4413, 1.5409, -2.2495)
H (-0.6353, 1.0028, 0.1445)
H (-1.9440, -0.0094, -0.4265)
H (-3.6103, 1.4290, 0.4732)
H (-2.5625, 2.8270, 0.4208)
H (-1.2033, 1.8354, 2.3024)
H (-2.8465, 2.2745, 2.7115)
H (-3.4126, -0.2612, 2.2512)
H (-2.7002, 0.2518, 3.7626)
H (-0.7177, -0.8439, 3.3901)
H (-0.7166, -0.5079, 1.6768)
H (-2.8730, -2.3789, 2.1737)
H (-1.4860, -2.9408, 3.0653)
H (-1.7388, -3.8626, 0.7343)
H (-1.4230, -2.2665, 0.1012)
H (0.5171, -4.2671, 0.9366)
H (0.7130, -2.8524, 1.9396)
H (1.9482, -3.1285, -0.4547)
H (0.4284, -2.5065, -1.0485)
H (0.7961, -0.3765, -0.3189)
H (1.5472, -0.8758, 1.1807)
H (2.8473, -0.8261, -1.6072)
H (3.6534, -1.4673, -0.1700)
H (4.0911, 0.3537, 1.7041)
H (2.9127, 2.6524, -2.6295)
H (1.7623, 1.5009, -2.2884)

Atoms 1-2, force components in eV/Å:
0.08 0.02 -0.06
-0.28 -0.05 -0.13

Total charge: +1
DFT total energy (hartree): -864.2229
E_HOMO (Ha): -0.484
Lowest unoccupied orbital energy (eV): -3.86
SMILES: CCCCCCCCCCCCCCn1[nH]nnc1=[NH2+]
Energy relative to the best compared isomer or geometry (same formula, charge and spin) (kJ/mol): 0.00
HOMO-LUMO gap (Eh): 0.34266

# 3
Formula: C7H11N
Source: the OMol25 dataset
Level of theory: ωB97M-V/def2-TZVPD

Geometry (Å):
C (0.1967, -0.0183, 1.9551)
C (-0.7063, -0.6597, 0.9295)
C (0.0467, -0.3098, -0.3303)
C (-0.4765, 1.1725, -0.9271)
C (-0.4251, -0.9000, -1.6907)
C (1.4474, -0.1457, 0.0523)
C (1.5570, 0.1231, 1.3374)
H (0.1172, -0.5038, 2.8914)
H (-0.0969, 1.1145, 2.1599)
H (-0.9017, -1.7093, 0.9185)
H (-1.6517, -0.1110, 1.0426)
H (-1.4230, 1.5402, -0.4386)
H (0.3013, 1.9048, -0.8681)
H (-1.4471, 0.7741, -2.6940)
H (0.4480, -1.3350, -1.9628)
H (-1.2547, -1.7621, -1.4630)
H (2.3952, -0.0004, -0.6480)
H (2.4764, 0.3331, 1.8800)
N (-0.6028, 0.4929, -2.1442)

Atoms 1-2, force components in eV/Å:
0.01 2.57 1.18
-0.04 1.81 -0.40

Total charge: 0
DFT total energy (hartree): -327.9539
E_HOMO (Ha): -0.314
Lowest unoccupied orbital energy (eV): 1.02
SMILES: C1=CC2(CC1)CNC2
Energy relative to the best compared isomer or geometry (same formula, charge and spin) (kJ/mol): 351.93
HOMO-LUMO gap (Eh): 0.35099

# 4
Formula: C46H36Cl2F5Ge2N3S2Tl
Source: the OMol25 dataset
Level of theory: ωB97M-V/def2-TZVPD

Geometry (Å):
Tl (-0.2235, -0.2174, 0.8962)
C (1.0220, 4.0763, 4.5356)
S (2.3889, 3.4454, 3.5450)
C (1.7513, 2.0069, 2.7166)
S (0.2624, 1.2832, 3.1700)
N (2.6216, 1.6366, 1.8215)
N (2.2937, 0.5184, 1.1011)
C (3.2450, 0.0932, 0.3710)
C (3.1192, -1.1016, -0.4732)
C (4.2468, -1.5655, -1.1473)
C (4.1623, -2.7340, -1.8803)
C (2.9560, -3.4126, -1.9100)
C (1.8809, -2.8659, -1.2253)
N (1.9415, -1.7318, -0.5355)
H (1.4362, 4.4840, 5.4563)
H (0.3386, 3.2653, 4.7738)
H (0.4865, 4.8555, 3.9959)
H (4.2062, 0.6048, 0.3908)
H (5.1740, -1.0112, -1.0795)
H (5.0262, -3.1132, -2.4120)
H (2.8378, -4.3390, -2.4561)
H (0.9264, -3.3799, -1.2312)
Cl (-3.2722, 0.4737, 3.0017)
C (-3.8442, 0.3701, 1.3276)
Cl (-4.0008, -1.3289, 0.8240)
H (-3.0993, 0.8404, 0.6811)
H (-4.8215, 0.8317, 1.2653)
F (1.6646, 2.5002, -1.0910)
C (0.8267, 3.1905, -0.3027)
C (-0.4127, 2.6357, 0.0365)
C (-1.1857, 3.4551, 0.8667)
F (-2.4109, 3.0631, 1.2364)
C (-0.7646, 4.6803, 1.3428)
F (-1.5563, 5.4114, 2.1425)
C (0.4793, 5.1664, 0.9925)
F (0.8989, 6.3479, 1.4591)
C (1.2770, 4.4148, 0.1542)
F (2.4868, 4.8670, -0.1907)
Ge (-0.1581, -2.4968, 2.0490)
C (1.7171, -2.8466, 2.5007)
C (2.4484, -1.8947, 3.2129)
C (3.8018, -2.0799, 3.4652)
C (4.4480, -3.2177, 3.0017)
C (3.7322, -4.1760, 2.2957)
C (2.3769, -3.9909, 2.0538)
C (-1.2920, -2.5932, 3.6365)
C (-2.4408, -3.3809, 3.6469)
C (-3.2784, -3.4066, 4.7549)
C (-2.9754, -2.6397, 5.8706)
C (-1.8334, -1.8492, 5.8728)
C (-0.9993, -1.8252, 4.7639)
H (-0.6102, -3.6448, 1.1145)
H (1.9668, -0.9822, 3.5502)
H (4.3533, -1.3217, 4.0088)
H (5.5066, -3.3567, 3.1874)
H (4.2302, -5.0662, 1.9288)
H (1.8318, -4.7419, 1.4904)
H (-2.6968, -3.9727, 2.7746)
H (-4.1721, -4.0194, 4.7419)
H (-3.6309, -2.6513, 6.7333)
H (-1.5954, -1.2394, 6.7362)
H (-0.1254, -1.1828, 4.7732)
C (-0.8960, 1.3075, -0.3834)
Ge (-1.0084, 0.8840, -2.2170)
C (-2.1621, -0.7011, -2.4260)
C (-3.3245, -0.6588, -3.1966)
C (-4.1463, -1.7735, -3.3214)
C (-3.8179, -2.9606, -2.6807)
C (-2.6681, -3.0210, -1.9054)
C (-1.8606, -1.8991, -1.7834)
C (-1.8987, 2.3652, -3.1558)
C (-1.7905, 2.5564, -4.5334)
C (-2.4711, 3.5886, -5.1686)
C (-3.2690, 4.4523, -4.4300)
C (-3.3854, 4.2777, -3.0573)
C (-2.7064, 3.2406, -2.4293)
C (0.5798, 0.4694, -3.3427)
C (0.9119, -0.8426, -3.6767)
C (2.0464, -1.1359, -4.4261)
C (2.8704, -0.1124, -4.8696)
C (2.5511, 1.2038, -4.5579)
C (1.4216, 1.4851, -3.8023)
H (-3.5994, 0.2588, -3.7062)
H (-5.0491, -1.7121, -3.9180)
H (-4.4592, -3.8287, -2.7759)
H (-2.4089, -3.9336, -1.3793)
H (-0.9861, -1.9489, -1.1470)
H (-1.1650, 1.8917, -5.1196)
H (-2.3763, 3.7204, -6.2403)
H (-3.7966, 5.2606, -4.9229)
H (-4.0026, 4.9511, -2.4740)
H (-2.7985, 3.1039, -1.3557)
H (0.2737, -1.6594, -3.3535)
H (2.2821, -2.1676, -4.6636)
H (3.7551, -0.3355, -5.4541)
H (3.1870, 2.0130, -4.8979)
H (1.1980, 2.5202, -3.5618)

Atoms 1-2, force components in eV/Å:
-0.04 0.18 0.12
-0.07 -0.06 -0.08

Total charge: -1
DFT total energy (hartree): -8481.1780
E_HOMO (Ha): -0.154
Lowest unoccupied orbital energy (eV): 2.05
Energy relative to the best compared isomer or geometry (same formula, charge and spin) (kJ/mol): 15.54
HOMO-LUMO gap (Eh): 0.22922

# 5
Formula: C12H26O8P2S
Source: the OMol25 dataset
Level of theory: ωB97M-V/def2-TZVPD

Geometry (Å):
O (-2.6084, 1.6742, 0.3120)
P (-1.8799, 1.5203, -0.9664)
C (-2.3417, -0.1011, -1.6793)
O (-2.0030, -0.3538, -3.0383)
C (-2.5158, -1.6361, -3.2097)
O (-2.0046, -2.4767, -3.8741)
O (-3.6778, -1.6854, -2.5183)
C (-3.8481, -0.4476, -1.7314)
C (-4.7586, 0.4201, -2.6245)
C (-6.0361, 0.9289, -1.9431)
C (-7.2582, -0.0161, -2.0227)
S (-6.8985, -1.7871, -1.7986)
H (-0.4884, 1.5092, -0.7347)
H (-2.1871, 2.4955, -1.9412)
H (-1.9499, -0.9186, -1.0562)
H (-4.1904, -0.6988, -0.7318)
H (-4.1764, 1.3125, -2.8917)
H (-4.9440, -0.0980, -3.5638)
H (-6.3351, 1.8514, -2.4562)
H (-5.8686, 1.2223, -0.9035)
H (-7.9169, 0.2413, -1.1924)
H (-7.7995, 0.1049, -2.9612)
H (-6.2363, -2.1881, -2.9014)
O (1.6429, 0.3727, 1.1062)
P (2.8217, -0.2170, 1.8055)
O (3.4489, 1.0452, 2.6412)
C (2.7244, 1.5527, 3.7641)
C (2.7391, 0.5889, 4.9363)
O (3.8776, -0.2473, 0.5468)
C (3.4577, -0.1201, -0.8095)
C (3.6346, 1.3071, -1.2846)
O (3.6774, -1.3450, 2.6255)
C (4.7175, -2.1702, 2.0734)
C (6.0546, -1.4701, 2.1596)
H (1.6977, 1.7866, 3.4672)
H (3.2074, 2.4867, 4.0505)
H (2.1844, -0.3239, 4.7011)
H (2.2827, 1.0458, 5.8152)
H (3.7593, 0.2924, 5.1792)
H (2.4338, -0.4654, -0.9434)
H (4.0935, -0.7828, -1.4025)
H (3.1180, 2.0105, -0.6308)
H (3.2532, 1.4287, -2.3000)
H (4.6906, 1.5812, -1.2736)
H (4.4757, -2.4906, 1.0630)
H (4.7485, -3.0726, 2.6873)
H (6.0406, -0.4980, 1.6717)
H (6.8305, -2.0813, 1.6968)
H (6.3231, -1.2914, 3.2020)

Atoms 1-2, force components in eV/Å:
-0.33 0.17 0.03
-0.33 -0.33 0.90

Total charge: 0
DFT total energy (hartree): -2155.6727
E_HOMO (Ha): -0.335
Lowest unoccupied orbital energy (eV): -0.03
SMILES: O=[PH2][C@@H]1OC(=O)O[C@@H]1CCCS.CCOP(=O)(OCC)OCC
HOMO-LUMO gap (Eh): 0.33379

# 6
Formula: C27H34N5O3
Source: the OMol25 dataset
Level of theory: ωB97M-V/def2-TZVPD

Geometry (Å):
C (-1.5692, 2.3096, 4.2276)
C (-1.3063, 0.7998, 4.1477)
C (0.1301, 0.6115, 3.6986)
N (0.4382, 1.9375, 2.9745)
N (1.7466, 2.2221, 2.8114)
C (2.6942, 1.4214, 3.1459)
C (-0.2703, 2.9737, 3.8541)
H (-2.3787, 2.5618, 3.5443)
H (-1.8418, 2.6306, 5.2349)
H (-1.5117, 0.3123, 5.1081)
H (-1.9149, 0.3340, 3.3682)
H (0.7919, 0.4763, 4.5642)
H (0.2454, -0.2127, 2.9864)
H (3.7256, 1.7339, 2.9583)
H (2.4881, 0.4690, 3.6546)
H (-0.3381, 3.9335, 3.3501)
H (0.3773, 3.0916, 4.7386)
C (0.9219, -2.3601, -4.5600)
N (0.3168, -2.0316, -3.2995)
C (-0.6760, -2.8148, -2.8029)
O (-1.1024, -3.8513, -3.3102)
C (-1.1537, -2.1637, -1.5046)
C (-1.0276, -3.0948, -0.2931)
C (-1.7939, -4.3913, -0.4189)
C (-1.1377, -5.6105, -0.2178)
C (-1.8229, -6.8105, -0.4150)
C (-3.1813, -6.7942, -0.7610)
C (-3.8511, -5.5691, -0.9001)
C (-3.1578, -4.3686, -0.7217)
N (-0.2773, -0.9825, -1.4022)
C (-0.3836, -0.1379, -0.3533)
C (0.3343, 1.0377, -0.1711)
C (0.0006, 2.0160, 0.7784)
C (0.5859, 3.3489, 0.6339)
C (1.7748, 3.5164, -0.1020)
C (2.2380, 4.8158, -0.4084)
N (3.1602, 5.0201, -1.4703)
O (3.4799, 6.2069, -1.7245)
O (3.5986, 4.0411, -2.1218)
C (1.7050, 5.9473, 0.2203)
C (0.5527, 5.7779, 0.9874)
C (-0.0390, 4.5195, 1.1358)
C (0.6075, -0.7992, -2.5727)
C (2.1097, -0.7435, -2.2351)
C (0.2023, 0.4190, -3.4168)
H (0.5584, -3.3440, -4.8570)
H (0.6533, -1.6223, -5.3247)
H (2.0072, -2.3764, -4.4489)
H (-2.2071, -1.8563, -1.6467)
H (0.0449, -3.3115, -0.1527)
H (-1.3834, -2.5374, 0.5875)
H (-0.0776, -5.6017, 0.0470)
H (-1.2936, -7.7601, -0.3106)
H (-3.7178, -7.7319, -0.9243)
H (-4.9088, -5.5437, -1.1658)
H (-3.6591, -3.4043, -0.8478)
H (-1.1162, -0.4289, 0.4001)
H (1.1201, 1.2935, -0.8906)
H (-0.9774, 1.9071, 1.2847)
H (2.3707, 2.6794, -0.4842)
H (2.1884, 6.8955, 0.0441)
H (0.1222, 6.6519, 1.4850)
H (-1.0017, 4.4210, 1.6461)
H (2.4141, -1.6568, -1.7124)
H (2.6719, -0.6600, -3.1708)
H (2.3742, 0.1126, -1.6115)
H (-0.7705, 0.2345, -3.8847)
H (0.1399, 1.3215, -2.8031)
H (0.9573, 0.5695, -4.1984)

Atoms 1-2, force components in eV/Å:
-0.25 0.09 0.08
-0.23 -0.55 -0.07

Total charge: +1
DFT total energy (hartree): -1548.3379
E_HOMO (Ha): -0.409
Lowest unoccupied orbital energy (eV): -4.37
Energy relative to the best compared isomer or geometry (same formula, charge and spin) (kJ/mol): 25.70
HOMO-LUMO gap (Eh): 0.24816